Entry 1:
The following is a quantum chemistry calculation of a cluster of 3 separate species, C22H54N4O5P in total at a distorted geometry, from the OMol25 dataset.

Results
Lowest unoccupied orbital energy   -2.751 eV
Charge   +1

Last column: Löwdin charge in e.
CARTESIAN COORDINATES (ANGSTROEM)
C1 4.6632 -4.0755 2.0893  -0.101
C2 3.6548 -5.0230 1.4455  -0.251
C3 2.2555 -4.3964 1.3746  -0.180
C4 1.1275 -5.4229 1.2285  -0.132
O1 0.4543 -5.3343 -0.0566  -0.122
N1 -0.7864 -4.6466 -0.0628  -0.288
C5 -0.7187 -3.3481 0.6545  -0.157
C6 -1.8955 -2.3947 0.4036  -0.168
C7 -1.4551 -1.1919 -0.4394  -0.292
O2 -2.5214 -0.3600 -0.8057  -0.030
C8 -1.9026 -5.5667 0.3567  -0.116
C9 -2.5256 -5.3532 1.7305  -0.074
C10 -1.7951 -6.1493 2.8056  -0.532
N2 -1.3327 -5.4604 3.9316  0.154
O3 -1.5949 -7.3288 2.6420  0.101
P1 -1.0598 -4.2592 -1.9373  0.972
O4 -0.9487 -5.7814 -2.4523  -0.196
O5 0.4301 -3.7979 -2.2151  -0.197
H1 5.6223 -4.5757 2.2205  0.077
H2 4.8345 -3.2021 1.4599  0.070
H3 4.3136 -3.7610 3.0725  0.076
H4 3.6031 -5.9579 2.0051  0.110
H5 3.9779 -5.2413 0.4262  0.115
H6 2.2125 -3.7743 0.4750  0.110
H7 2.0773 -3.7215 2.2138  0.117
H8 1.5451 -6.4298 1.2305  0.140
H9 0.4200 -5.3924 2.0527  0.096
H10 0.2108 -2.8726 0.3393  0.124
H11 -0.6135 -3.5299 1.7217  0.118
H12 -2.2063 -2.0019 1.3739  0.127
H13 -2.7815 -2.8737 -0.0156  0.110
H14 -0.8773 -1.5287 -1.3111  0.100
H15 -0.7423 -0.6246 0.1634  0.113
H16 -2.9381 -0.7073 -1.6007  0.099
H17 -2.6845 -5.5313 -0.4052  0.111
H18 -1.4850 -6.5719 0.3137  0.143
H19 -3.5237 -5.7938 1.6863  0.145
H20 -2.6713 -4.3178 2.0265  0.102
H21 -1.7203 -5.8316 4.7931  0.120
H22 -1.5551 -4.4742 3.8823  0.087
H23 -1.8215 -6.0968 -2.7317  0.085
H24 1.0630 -4.5308 -2.2903  0.098
C11 3.7512 0.2868 0.7775  -0.093
C12 3.4239 1.6599 1.3480  -0.273
N3 3.1393 2.6492 0.3270  -0.198
C13 3.1033 4.0117 0.8329  -0.241
C14 2.0016 4.3831 1.8326  -0.077
C15 2.0964 2.2927 -0.6149  -0.240
C16 0.7059 1.9612 -0.0544  -0.077
H25 4.5667 0.3506 0.0565  0.083
H26 4.0580 -0.3819 1.5838  0.065
H27 2.8901 -0.1684 0.2827  0.053
H28 4.2910 2.0138 1.9106  0.121
H29 2.6053 1.5510 2.0795  0.100
H30 3.0494 4.6875 -0.0242  0.114
H31 4.0730 4.2077 1.2993  0.112
H32 1.0287 4.4844 1.3523  0.041
H33 2.2349 5.3452 2.2911  0.075
H34 1.9139 3.6519 2.6372  0.067
H35 2.4437 1.4317 -1.1925  0.100
H36 2.0090 3.1004 -1.3449  0.114
H37 0.7619 1.3118 0.8227  0.062
H38 0.1232 1.4368 -0.8167  0.065
H39 0.1438 2.8532 0.2170  0.046
C17 -2.3891 8.2187 -2.1973  -0.089
C18 -2.9608 6.9024 -2.7012  -0.273
N4 -1.9498 5.8776 -2.8940  -0.201
C19 -2.4268 4.7242 -3.6334  -0.251
C20 -3.5190 3.8524 -2.9984  -0.085
C21 -1.1178 5.5929 -1.7405  -0.245
C22 -1.8092 5.1420 -0.4456  -0.081
H40 -1.5943 8.5724 -2.8547  0.081
H41 -3.1746 8.9742 -2.1725  0.074
H42 -1.9889 8.1346 -1.1863  0.064
H43 -3.4311 7.0790 -3.6718  0.118
H44 -3.7666 6.5834 -2.0204  0.102
H45 -1.5638 4.0951 -3.8706  0.109
H46 -2.7966 5.0893 -4.5962  0.110
H47 -3.1311 3.2322 -2.1902  0.049
H48 -3.9326 3.1797 -3.7528  0.068
H49 -4.3430 4.4498 -2.6078  0.067
H50 -0.5297 6.4863 -1.5182  0.103
H51 -0.3827 4.8396 -2.0387  0.107
H52 -2.6866 5.7460 -0.2125  0.069
H53 -1.1156 5.2447 0.3925  0.057
H54 -2.1135 4.0964 -0.4877  0.050

Entry 2:
The following is a quantum chemistry calculation of a structure of composition C22H55AsF6N2O12PS4 at a distorted geometry, from the OMol25 dataset.

Results
Lowest unoccupied orbital energy   -3.683 eV
Charge   +1

Last column: Löwdin charge in e.
CARTESIAN COORDINATES (ANGSTROEM)
N1 -3.4681 -2.8015 2.3798  0.313
H1 -2.6992 -2.2380 2.7456  0.143
H2 -3.2675 -3.8021 2.4444  0.155
H3 -3.6369 -2.5500 1.3960  0.096
H4 -4.3140 -2.6724 2.9395  0.156
N2 -2.7360 1.9288 0.3782  0.275
H5 -2.5069 1.7479 1.3546  0.114
H6 -2.4201 2.9127 0.1794  0.053
H7 -3.7436 1.9097 0.2238  0.144
H8 -2.3089 1.1520 -0.1882  0.062
As1 -0.0968 -0.4471 -0.6998  0.787
F1 0.7298 0.2765 -2.0523  -0.237
F2 1.3844 -1.1486 -0.1246  -0.231
F3 -0.8872 -1.1172 0.7256  -0.281
F4 -1.6656 0.2135 -1.3106  -0.285
F5 -0.4762 -1.8220 -1.7053  -0.243
F6 0.1225 1.0508 0.1418  -0.248
C1 3.7586 -0.6242 3.7601  -0.215
C2 2.8717 -1.9078 3.7111  -0.192
C3 3.3366 -2.7976 2.5377  -0.215
S1 5.0292 -2.3043 2.0426  0.697
O1 5.2166 -2.3638 0.5989  -0.340
O2 6.0137 -2.7546 2.9828  -0.311
C4 4.6583 -0.5417 2.5198  -0.217
H9 4.4393 -0.8541 4.5831  0.111
H10 3.1920 0.2936 3.8820  0.095
H11 1.8627 -1.5756 3.4578  0.087
H12 2.8565 -2.4409 4.6548  0.109
H13 2.6988 -2.7924 1.6567  0.087
H14 3.4040 -3.8430 2.8443  0.101
H15 3.9906 -0.2230 1.7063  0.090
H16 5.3690 0.2804 2.5602  0.107
C5 -2.6464 -5.7138 -3.0097  -0.199
C6 -3.9539 -6.4318 -2.6349  -0.212
C7 -4.7125 -5.5656 -1.6476  -0.218
S2 -4.0967 -3.8656 -1.5299  0.734
O3 -3.6372 -3.6118 -0.1748  -0.381
O4 -5.1343 -3.0308 -2.0866  -0.321
C8 -2.7116 -4.2074 -2.7312  -0.177
H17 -2.3698 -5.8825 -4.0462  0.121
H18 -1.8828 -6.1745 -2.3788  0.117
H19 -3.6585 -7.4090 -2.2576  0.116
H20 -4.4375 -6.6767 -3.5841  0.116
H21 -4.2856 -5.9775 -0.7233  0.098
H22 -5.7890 -5.7006 -1.6438  0.112
H23 -1.8418 -3.5795 -2.5359  0.081
H24 -3.0328 -3.7474 -3.6726  0.108
C9 3.6336 -3.4317 -3.8538  -0.223
C10 4.3795 -4.7275 -4.2005  -0.228
C11 4.0578 -5.6752 -3.0589  -0.218
S3 2.2476 -5.5181 -2.9052  0.672
O5 1.8304 -5.5093 -1.5197  -0.347
O6 1.5753 -6.4250 -3.8019  -0.330
C12 2.2152 -3.8062 -3.5272  -0.223
H25 3.6981 -2.7286 -4.6840  0.119
H26 4.2090 -3.0314 -3.0169  0.121
H27 5.4405 -4.4854 -4.2523  0.119
H28 4.0332 -5.1125 -5.1620  0.120
H29 4.5264 -5.3367 -2.1301  0.109
H30 4.3848 -6.7137 -3.0917  0.109
H31 1.8639 -3.2081 -2.6816  0.086
H32 1.4358 -3.6362 -4.2682  0.108
C13 -0.1337 2.4777 3.3510  -0.246
C14 -0.5069 1.0741 3.7810  -0.223
C15 -0.8124 1.0851 5.2861  -0.226
S4 0.2088 2.3965 6.0111  0.695
O7 1.2794 1.7587 6.7338  -0.317
O8 -0.6825 3.3030 6.7429  -0.328
C16 0.7632 3.1112 4.4215  -0.200
H33 -1.0531 3.0628 3.2343  0.114
H34 0.3757 2.5035 2.3872  0.105
H35 0.4621 0.5574 3.7713  0.107
H36 -1.2608 0.5455 3.2025  0.089
H37 -0.6424 0.2162 5.9186  0.102
H38 -1.8426 1.3886 5.4912  0.097
H39 1.8333 2.9648 4.2955  0.108
H40 0.5463 4.1777 4.4128  0.091
C17 0.5509 3.4474 -3.3432  -0.050
C18 -0.6922 3.6347 -2.4744  -0.245
O9 -0.8682 5.0325 -2.1508  -0.164
P1 -1.4941 5.5497 -0.7963  0.448
O10 -1.9172 4.4435 0.1106  -0.248
O11 -0.3172 6.4509 -0.2086  -0.151
C19 0.7907 5.8611 0.4251  -0.275
C20 0.7943 5.8893 1.9592  -0.052
O12 -2.6206 6.5630 -1.2127  -0.141
C21 -2.3685 7.7581 -1.9326  -0.258
C22 -3.3305 7.8797 -3.1285  -0.065
H41 1.3152 3.2141 -2.5899  0.074
H42 0.5432 2.5709 -3.9815  0.080
H43 0.9612 4.3618 -3.7648  0.081
H44 -1.6296 3.3264 -2.9456  0.122
H45 -0.5950 3.0126 -1.5850  0.080
H46 0.8892 4.7917 0.1944  0.113
H47 1.7079 6.3094 0.0408  0.127
H48 0.1450 5.0842 2.2984  0.045
H49 1.8368 5.8320 2.2631  0.088
H50 0.3690 6.8226 2.3333  0.088
H51 -2.5006 8.6275 -1.2912  0.125
H52 -1.4350 7.8127 -2.4952  0.120
H53 -4.3410 7.4928 -2.9857  0.080
H54 -3.5381 8.9391 -3.2993  0.080
H55 -2.8382 7.4458 -3.9955  0.076

Entry 3:
The following is a quantum chemistry calculation of a cluster of 6 separate species, C22H55O15S6 in total, from the OMol25 dataset.

Results
Lowest unoccupied orbital energy   -3.206 eV
Charge   +1

Last column: Löwdin charge in e.
CARTESIAN COORDINATES (ANGSTROEM)
C1 -7.7846 -3.5266 -1.7746  0.050
C2 -6.5462 -3.9334 -1.5481  -0.240
C3 -6.0654 -4.2721 -0.1687  -0.376
S1 -4.5348 -3.3887 0.2373  1.124
C4 -4.9981 -1.8021 0.9588  -0.367
C5 -5.6292 -0.8804 -0.1025  -0.245
C6 -4.8832 0.4569 -0.1113  -0.238
C7 -3.5247 0.3347 -0.8182  -0.088
H1 -8.1380 -3.3594 -2.7822  0.079
H2 -8.4840 -3.3401 -0.9673  0.080
H3 -5.8402 -4.0740 -2.3588  0.112
H4 -5.7790 -5.3243 -0.1028  0.102
H5 -6.8189 -4.0732 0.5917  0.106
H6 -4.1139 -4.0778 1.3152  0.029
H7 -4.0549 -1.4011 1.3324  0.092
H8 -5.6548 -1.9925 1.8056  0.104
H9 -6.6923 -0.7656 0.0994  0.119
H10 -5.5359 -1.3241 -1.0960  0.098
H11 -4.7582 0.8216 0.9111  0.113
H12 -5.5138 1.1875 -0.6173  0.115
H13 -3.5362 0.8246 -1.7883  0.080
H14 -2.7072 0.7733 -0.2507  0.065
H15 -3.2684 -0.7133 -1.0083  0.065
O1 -0.8743 1.7445 -1.9879  -0.298
S2 -0.3492 3.0781 -1.8707  0.563
O2 -0.3013 3.8739 -3.0635  -0.281
O3 1.0635 3.0162 -1.1834  -0.254
C8 2.0596 2.1172 -1.7522  -0.228
C9 2.7297 2.7005 -2.9754  -0.062
C10 -1.1925 3.9627 -0.6134  -0.110
H16 1.5852 1.1598 -1.9694  0.112
H17 2.7766 1.9761 -0.9484  0.096
H18 2.0412 2.7833 -3.8149  0.071
H19 3.5579 2.0525 -3.2633  0.086
H20 3.1234 3.6924 -2.7556  0.089
H21 -1.2014 3.3597 0.2908  0.076
H22 -2.1991 4.1584 -0.9783  0.046
H23 -0.6717 4.9028 -0.4499  0.084
O4 1.7133 -3.3142 1.4938  -0.272
S3 0.3866 -3.1542 2.0031  0.561
O5 0.1624 -2.3105 3.1344  -0.262
O6 -0.2448 -4.5854 2.2587  -0.273
C11 0.5693 -5.5396 3.0130  -0.229
C12 0.5662 -5.2565 4.4959  -0.065
C13 -0.6981 -2.6651 0.7061  -0.119
H24 1.5742 -5.5307 2.5910  0.106
H25 0.1130 -6.4990 2.7810  0.123
H26 1.0836 -4.3278 4.7299  0.077
H27 1.0720 -6.0742 5.0097  0.088
H28 -0.4531 -5.1841 4.8746  0.085
H29 -0.5662 -3.3323 -0.1417  0.082
H30 -0.4393 -1.6444 0.4316  0.083
H31 -1.7125 -2.7089 1.0947  0.032
O7 7.8170 -4.4653 -0.6808  -0.277
S4 7.2982 -5.7773 -0.4308  0.562
O8 6.3046 -6.3046 -1.3159  -0.277
O9 6.7724 -5.8412 1.0662  -0.265
C14 5.9005 -4.7616 1.4970  -0.242
C15 4.4940 -4.9018 0.9647  -0.073
C16 8.6098 -6.9331 -0.2686  -0.121
H32 6.3556 -3.8171 1.1974  0.110
H33 5.9323 -4.8246 2.5827  0.122
H34 4.4668 -4.7764 -0.1167  0.079
H35 3.8505 -4.1441 1.4105  0.049
H36 4.0943 -5.8905 1.1961  0.085
H37 9.3419 -6.5367 0.4290  0.076
H38 9.0418 -7.0459 -1.2606  0.079
H39 8.1988 -7.8771 0.0784  0.076
O10 5.0077 2.1380 0.3183  -0.283
S5 4.6488 1.8735 1.6826  0.554
O11 3.3166 2.1893 2.1047  -0.279
O12 5.7032 2.5551 2.6392  -0.262
C17 6.0082 3.9620 2.4119  -0.234
C18 4.9354 4.8794 2.9500  -0.070
C19 5.0091 0.2024 2.0877  -0.116
H40 6.1784 4.1057 1.3450  0.114
H41 6.9540 4.1015 2.9298  0.123
H42 4.0083 4.7856 2.3872  0.072
H43 5.2848 5.9098 2.8777  0.084
H44 4.7258 4.6527 3.9950  0.086
H45 6.0288 -0.0191 1.7856  0.078
H46 4.3005 -0.4094 1.5334  0.074
H47 4.8739 0.0692 3.1576  0.078
O13 -5.3292 5.4936 -3.9680  -0.275
S6 -4.1428 5.8936 -3.2709  0.568
O14 -3.9379 5.3716 -1.9463  -0.299
O15 -4.0642 7.4712 -3.2399  -0.260
C20 -5.2548 8.1981 -2.8253  -0.237
C21 -5.4449 8.1903 -1.3264  -0.071
C22 -2.7126 5.5858 -4.2316  -0.122
H48 -6.1121 7.7791 -3.3521  0.113
H49 -5.0812 9.2033 -3.2018  0.124
H50 -5.6852 7.1943 -0.9585  0.071
H51 -6.2638 8.8634 -1.0710  0.084
H52 -4.5405 8.5325 -0.8238  0.086
H53 -2.8577 5.9895 -5.2298  0.081
H54 -2.5961 4.5053 -4.2637  0.071
H55 -1.8511 6.0291 -3.7414  0.074

What is the charge in the second record?
+1